[1]
4 unconnected molecules or ions with the total composition C52H35F5O6P in a non-equilibrium geometry, computed with ωB97M-V/def2-TZVPD.

Geometry as XYZ:
```
99
Properties=species:S:1:pos:R:3:forces:R:3:mulliken_charge:R:1
C -0.886 0.965 1.192 -0.427 -0.019 -0.907 -0.769
C -1.536 0.952 -0.237 0.181 0.618 -0.838 0.250
C -0.748 1.605 -1.299 -2.535 -1.214 -0.927 -0.811
C -1.284 1.618 -2.659 -1.019 -0.993 1.823 -0.541
C -2.567 0.991 -2.912 -0.059 -0.163 1.019 -0.960
C -3.387 0.360 -1.863 2.507 1.204 0.319 0.557
C -4.738 -0.269 -2.326 1.027 0.763 -0.440 -0.591
P -5.891 -0.720 -0.953 0.555 -0.679 -1.557 -0.115
C -6.538 0.736 0.053 -0.842 0.302 2.115 0.678
F -7.338 0.175 1.052 1.041 0.313 -1.308 -0.253
F -5.566 1.433 0.710 -0.920 -0.889 -1.359 -0.205
C -7.506 1.713 -0.760 -1.308 1.223 0.180 0.674
F -7.271 1.706 -2.103 0.244 -0.028 1.503 -0.229
F -8.812 1.345 -0.596 1.952 0.238 -0.159 -0.207
F -7.350 2.958 -0.243 -0.111 -1.658 -1.010 -0.214
C -2.851 0.349 -0.507 1.072 0.730 -1.613 0.155
H -0.492 1.991 1.422 -0.361 -0.935 -0.249 0.348
H -0.010 0.259 1.178 -1.005 0.630 0.210 0.295
H -1.631 0.707 1.982 0.760 0.020 -0.565 0.030
H 0.244 2.072 -1.105 -1.007 -0.505 0.061 0.401
H -0.727 2.093 -3.500 -0.526 -0.531 0.807 0.369
H -2.961 0.974 -3.963 0.446 0.093 1.120 0.375
H -4.488 -1.148 -2.992 -0.698 0.493 0.997 0.470
H -5.244 0.487 -2.995 0.152 -0.848 0.851 0.498
H -7.044 -1.307 -1.570 0.454 0.448 0.547 0.246
H -5.353 -1.762 -0.131 -0.320 0.832 -0.117 0.289
H -3.423 -0.134 0.326 0.714 0.530 -0.659 0.277
C -5.210 0.375 5.468 0.124 -0.006 0.038 -0.523
C -5.555 0.063 6.780 0.091 0.022 -0.004 -0.552
C -4.586 0.062 7.773 -0.211 -0.030 -0.039 -0.597
C -3.264 0.363 7.456 -0.153 -0.007 -0.231 0.354
C -2.914 0.652 6.137 -0.152 -0.030 0.037 0.189
C -3.893 0.669 5.146 -0.225 -0.062 -0.045 -0.525
C -1.501 0.926 5.774 0.250 0.138 -0.442 0.259
O -1.197 1.183 4.621 -0.095 -0.059 0.052 -0.618
C -0.467 0.875 6.836 0.094 -0.020 0.096 0.042
C 0.872 1.073 6.504 0.158 0.036 0.069 -0.207
C 1.844 1.040 7.493 -0.096 -0.013 0.009 -0.676
C 1.484 0.817 8.819 -0.090 -0.003 -0.079 -0.473
C 0.154 0.613 9.154 0.179 0.001 0.069 -0.716
C -0.824 0.631 8.164 0.168 0.036 -0.091 0.450
C -2.239 0.377 8.529 -0.080 -0.114 0.714 0.541
O -2.554 0.179 9.685 -0.005 0.016 -0.174 -0.659
H -5.970 0.385 4.695 0.027 0.013 0.052 0.443
H -6.582 -0.178 7.029 0.063 0.026 -0.001 0.395
H -4.860 -0.176 8.794 0.176 0.060 -0.029 0.476
H -3.627 0.906 4.123 0.143 0.015 0.121 0.559
H 1.159 1.250 5.476 -0.140 0.019 0.078 0.467
H 2.885 1.190 7.231 -0.068 -0.004 0.002 0.462
H 2.245 0.798 9.591 -0.054 0.000 -0.044 0.399
H -0.121 0.435 10.187 -0.132 -0.009 -0.127 0.491
C 2.429 1.536 2.793 0.087 -0.094 -0.030 -1.059
C 1.729 0.375 3.113 0.148 -0.110 -0.015 -0.671
C 2.367 -0.857 3.063 -0.174 0.128 0.033 -0.855
C 3.704 -0.934 2.682 -0.067 0.219 -0.029 0.581
C 4.397 0.227 2.338 -0.215 -0.038 0.078 0.499
C 3.759 1.463 2.406 -0.177 0.149 0.024 -1.058
C 5.809 0.156 1.882 0.398 0.513 -0.166 0.495
O 6.414 1.168 1.586 -0.109 -0.099 0.030 -0.663
C 6.464 -1.172 1.787 0.045 -0.216 -0.020 0.201
C 7.767 -1.262 1.307 0.188 -0.089 -0.059 -0.589
C 8.393 -2.498 1.226 -0.110 0.028 0.044 -0.470
C 7.722 -3.648 1.632 -0.064 0.090 0.008 -0.490
C 6.421 -3.565 2.106 0.150 -0.132 -0.054 -0.515
C 5.784 -2.328 2.175 0.178 0.039 -0.061 0.172
C 4.381 -2.255 2.650 -0.248 -0.604 0.179 0.311
O 3.791 -3.259 3.001 0.024 0.142 -0.054 -0.662
H 1.932 2.499 2.840 0.030 -0.044 0.016 0.548
H 0.686 0.432 3.403 0.090 0.023 0.047 1.474
H 1.821 -1.758 3.318 0.186 -0.023 -0.015 0.527
H 4.298 2.369 2.152 0.098 -0.160 -0.022 0.476
H 8.295 -0.370 0.992 -0.164 0.022 0.084 0.470
H 9.406 -2.566 0.848 -0.060 0.014 0.031 0.404
H 8.215 -4.612 1.575 -0.034 0.058 0.009 0.403
H 5.901 -4.463 2.416 -0.090 0.157 0.006 0.469
C -1.306 1.142 -10.688 0.053 -0.036 0.074 -0.475
C -1.648 1.782 -9.500 0.082 -0.065 0.037 -0.523
C -0.935 1.520 -8.339 -0.171 0.096 -0.107 -0.506
C 0.117 0.609 -8.359 -0.086 -0.008 -0.152 0.277
C 0.445 -0.050 -9.545 -0.162 0.162 0.044 0.236
C -0.262 0.228 -10.711 -0.149 0.084 -0.105 -0.606
C 1.532 -1.060 -9.572 0.183 -0.319 -0.577 0.532
O 1.820 -1.631 -10.605 -0.051 0.068 0.129 -0.653
C 2.255 -1.366 -8.312 0.079 -0.038 0.221 0.256
C 3.238 -2.352 -8.307 0.154 -0.127 0.078 -0.576
C 3.929 -2.636 -7.137 -0.084 0.084 -0.020 -0.471
C 3.647 -1.932 -5.970 -0.068 0.033 -0.070 -0.502
C 2.664 -0.953 -5.969 0.130 -0.121 0.109 -0.554
C 1.959 -0.674 -7.137 0.120 -0.111 -0.020 0.220
C 0.886 0.350 -7.116 -0.094 0.297 0.493 0.523
O 0.635 0.964 -6.094 -0.058 -0.056 -0.028 -0.703
H -1.858 1.354 -11.596 0.042 -0.015 0.051 0.399
H -2.472 2.486 -9.481 0.061 -0.026 -0.008 0.405
H -1.202 2.024 -7.418 0.163 -0.083 -0.006 0.484
H -0.003 -0.271 -11.637 0.091 -0.051 0.150 0.476
H 3.464 -2.901 -9.213 -0.118 0.146 -0.015 0.473
H 4.690 -3.407 -7.134 -0.043 0.053 -0.012 0.403
H 4.192 -2.150 -5.059 -0.031 0.020 -0.055 0.406
H 2.445 -0.410 -5.057 -0.092 0.038 -0.146 0.478
```
Forces are in eV/Å.

Summary:
Orbital gap: 7.38 eV
HOMO: -11.15 eV
LUMO: -3.8 eV
Net charge: +1



[2]
8 unconnected molecules or ions with the total composition C52H104F12N4O9 in a non-equilibrium geometry, computed with ωB97M-V/def2-TZVPD.

Geometry as XYZ:
```
181
Properties=species:S:1:pos:R:3:forces:R:3:lowdin_spin:R:1
C -6.074 -1.653 -5.916 -1.052 -1.379 0.070 0.000
C -4.782 -1.080 -5.375 -0.312 0.325 -1.092 0.000
C -4.214 -1.802 -4.133 -0.354 -0.829 -1.417 0.001
C -3.154 -2.874 -4.595 0.755 2.313 1.511 0.000
N -1.954 -2.911 -3.550 -0.983 -2.385 -0.235 0.000
C -2.383 -3.152 -2.064 -1.344 0.883 -0.576 0.000
C -2.698 -4.643 -1.921 0.055 0.307 0.396 0.003
C -1.940 -5.344 -3.025 1.002 0.297 -0.557 0.001
C -1.225 -4.245 -3.798 0.830 1.601 -0.171 0.000
C -1.037 -1.678 -3.722 -2.014 -0.562 -0.902 0.000
C -0.291 -1.630 -5.092 -1.965 -0.876 1.377 0.000
C 0.362 -0.313 -5.162 1.744 0.687 0.093 0.000
H -6.079 -2.722 -6.128 0.499 -0.469 0.519 0.000
H -6.496 -1.346 -6.872 0.438 1.093 0.043 0.000
H -6.837 -1.505 -5.152 -0.243 -0.010 -0.078 0.000
H -5.048 -0.032 -5.240 0.513 0.110 0.703 0.000
H -4.045 -1.065 -6.178 0.277 -0.014 0.007 0.000
H -5.001 -2.414 -3.693 -0.251 0.438 0.386 0.001
H -3.911 -1.021 -3.435 0.567 -0.475 0.182 0.000
H -2.697 -2.565 -5.535 0.182 0.092 0.238 0.000
H -3.601 -3.840 -4.831 0.200 -0.211 0.855 0.000
H -1.641 -2.698 -1.407 0.640 -0.695 -0.212 0.000
H -3.297 -2.617 -1.806 0.030 0.470 -0.547 0.000
H -2.416 -4.943 -0.912 0.228 -0.166 -0.081 0.000
H -3.758 -4.877 -2.016 -0.125 0.400 0.004 0.004
H -1.188 -6.021 -2.621 -0.159 -0.212 -0.256 0.000
H -2.571 -5.828 -3.770 -0.175 -0.441 0.486 0.000
H -0.233 -3.933 -3.472 0.294 -0.961 0.334 0.000
H -1.182 -4.443 -4.869 -0.005 0.151 0.009 0.000
H -0.459 -1.546 -2.807 0.389 -0.438 -0.230 0.000
H -1.832 -0.932 -3.702 0.526 0.708 0.029 0.000
H -1.008 -1.623 -5.913 -0.314 -0.493 0.103 0.000
H 0.342 -2.510 -5.197 0.379 0.347 -0.106 0.000
H 1.268 -0.361 -4.556 0.238 0.300 -0.305 0.000
H -0.226 0.507 -4.751 -0.354 -0.099 -0.202 0.000
H 0.610 -0.114 -6.205 0.305 0.335 0.182 0.000
C -5.165 -3.061 8.997 -0.247 0.059 0.229 0.003
C -5.608 -3.937 7.780 0.791 1.149 -0.091 0.032
C -5.152 -3.291 6.440 -0.167 -0.409 -0.008 0.019
C -5.733 -4.142 5.273 0.698 -0.112 -0.614 0.125
N -5.243 -3.906 3.816 1.849 -0.733 1.155 -0.001
C -5.689 -5.052 2.907 0.170 0.143 0.447 0.178
C -4.715 -4.937 1.743 -0.244 1.246 -0.161 0.041
C -3.351 -4.626 2.486 0.198 -3.147 -2.635 0.011
C -3.707 -4.060 3.781 0.601 1.585 0.993 0.016
C -5.770 -2.555 3.271 1.039 -0.750 1.642 0.061
C -4.992 -1.290 3.772 -1.230 -0.099 0.055 0.009
C -4.096 -0.671 2.711 -0.639 -0.128 -0.007 0.002
H -5.354 -3.510 9.972 -0.761 -0.218 -0.115 0.001
H -5.612 -2.067 8.977 -0.511 -0.111 -0.034 0.001
H -4.122 -2.799 9.172 0.546 -0.477 -1.092 0.000
H -6.691 -3.998 7.673 -0.125 -0.088 0.648 0.016
H -5.214 -4.949 7.882 0.002 -0.013 -0.109 0.012
H -4.062 -3.253 6.442 0.128 -0.287 -0.347 0.002
H -5.435 -2.238 6.455 -0.447 -0.083 -0.241 0.005
H -6.815 -4.194 5.152 -0.237 0.489 0.465 0.082
H -5.447 -5.177 5.461 0.162 -0.145 0.025 0.042
H -6.773 -5.072 2.792 -0.228 1.010 -0.707 0.104
H -5.633 -6.017 3.410 0.967 0.040 0.538 0.072
H -5.017 -4.100 1.114 0.041 0.194 -0.014 0.007
H -4.849 -5.783 1.069 0.778 -0.373 0.297 0.023
H -2.447 -4.243 2.011 -0.746 1.481 -0.751 0.000
H -2.864 -5.600 2.539 -0.555 -0.659 1.040 0.008
H -3.158 -3.127 3.905 -0.874 0.656 -0.074 0.000
H -3.218 -4.600 4.592 -1.213 -0.674 0.411 0.014
H -6.759 -2.706 3.702 -0.466 1.070 -0.438 0.060
H -5.806 -2.570 2.182 0.048 -0.170 0.185 0.011
H -4.457 -1.327 4.721 0.105 -0.900 -0.091 0.000
H -5.815 -0.639 4.067 -0.061 0.522 -0.364 0.009
H -3.728 0.304 3.029 0.335 -0.197 0.087 0.000
H -4.670 -0.486 1.804 0.134 -0.132 -0.145 0.001
H -3.297 -1.382 2.498 0.255 0.329 -0.223 0.000
C -0.056 5.482 0.829 1.821 0.040 0.361 0.000
C 0.730 6.430 -0.084 -0.388 0.066 -1.053 0.000
C 2.233 6.022 -0.225 -0.288 0.859 0.486 0.000
C 3.093 6.991 -1.037 -0.613 -1.295 -0.101 0.000
N 4.567 6.531 -1.263 0.298 0.585 0.336 0.000
C 4.839 5.351 -2.223 -3.422 -1.449 -0.389 0.000
C 6.121 5.448 -2.964 -0.087 1.407 1.555 0.000
C 6.314 6.956 -2.818 2.009 1.522 -1.172 0.000
C 5.179 7.640 -2.114 -0.099 -0.820 1.663 0.000
C 5.339 6.356 0.120 -1.012 0.485 -0.462 0.000
C 5.224 7.517 1.170 -0.585 -0.938 -1.260 0.000
C 6.337 7.465 2.185 0.053 0.767 0.418 0.000
H 0.528 5.404 1.746 -0.403 0.146 0.530 0.000
H 0.080 4.475 0.433 -0.666 -0.096 -0.202 0.000
H -1.085 5.773 1.039 0.186 -0.075 -0.244 0.000
H 0.551 7.486 0.120 0.469 0.163 0.717 0.000
H 0.217 6.364 -1.043 0.345 -0.216 -0.579 0.000
H 2.237 5.026 -0.669 0.348 -0.154 0.307 0.000
H 2.692 6.062 0.763 -0.287 -0.818 0.217 0.000
H 3.116 7.968 -0.555 0.395 -0.052 0.019 0.000
H 2.572 7.115 -1.986 0.672 0.035 -0.474 0.000
H 4.741 4.335 -1.839 -0.481 0.374 0.905 0.000
H 4.026 5.478 -2.937 -0.270 -0.133 -0.022 0.000
H 6.779 4.863 -2.322 0.857 0.135 -0.880 0.000
H 6.068 5.161 -4.014 -0.031 -0.453 0.434 0.000
H 7.260 7.167 -2.319 0.005 0.119 -0.008 0.000
H 6.361 7.457 -3.785 0.424 -0.191 -0.177 0.000
H 5.476 8.380 -1.370 0.096 0.359 -0.531 0.000
H 4.407 8.026 -2.780 0.095 -0.084 0.104 0.000
H 6.374 6.134 -0.138 -0.062 0.049 -0.104 0.000
H 4.872 5.480 0.571 0.275 -0.136 -0.186 0.000
H 4.298 7.360 1.724 -0.237 0.141 -0.336 0.000
H 5.206 8.506 0.712 -0.161 0.001 -0.103 0.000
H 6.742 6.464 2.336 0.054 0.164 0.111 0.000
H 5.893 7.857 3.100 0.251 -0.405 0.335 0.000
H 7.091 8.215 1.948 0.449 -0.464 -0.189 0.000
C 1.388 0.818 -1.877 0.808 -0.767 -1.244 0.000
C 0.986 1.092 -0.493 0.144 4.415 -0.186 0.000
O 1.197 2.176 0.056 -0.677 -3.040 -0.491 0.000
N -0.011 0.165 -0.003 -0.367 0.098 3.938 0.000
H -0.885 0.378 -0.462 -1.740 0.564 -1.732 0.000
H 0.185 -0.816 -0.141 0.869 -1.391 -0.626 0.000
C -0.447 0.360 1.492 0.766 0.187 -0.867 0.000
H 1.764 -0.202 -1.946 -0.043 -0.129 -0.215 0.000
H 2.114 1.488 -2.337 0.347 0.064 0.851 0.000
H 0.571 0.927 -2.591 -0.723 -0.267 0.509 0.000
H 0.309 -0.039 2.168 0.136 0.284 -0.293 0.000
H -1.391 -0.163 1.647 0.100 0.083 -0.392 0.000
H -0.579 1.437 1.588 0.128 -0.391 0.165 0.000
C 1.279 -3.631 0.324 0.103 0.865 -5.189 0.000
O 0.126 -4.445 0.520 0.285 -3.133 0.296 0.000
O 1.005 -2.784 -0.764 -0.047 0.706 2.635 0.000
C 1.704 -3.159 1.669 1.181 0.338 1.192 0.000
F 2.983 -2.538 1.750 -2.862 -1.109 -0.240 0.000
F 0.768 -2.379 2.207 0.246 0.884 0.429 0.000
F 1.754 -4.263 2.483 0.641 0.576 -0.049 0.000
C 0.418 -5.891 0.341 -1.112 -0.166 2.064 0.000
C -0.287 -6.796 1.393 -0.614 1.065 -0.147 0.006
H -0.452 -7.791 0.980 0.255 -0.092 0.033 0.001
H 0.283 -6.848 2.321 -0.179 -0.004 0.021 0.001
H -1.279 -6.387 1.587 -0.045 -0.088 0.219 0.001
H 1.433 -6.188 0.607 0.484 0.832 -1.199 0.000
H 0.017 -6.310 -0.582 0.612 0.745 -0.643 0.000
H 2.126 -4.209 -0.046 0.240 -0.763 0.407 0.000
C -3.411 1.558 -0.924 3.605 -1.198 -1.390 0.000
O -2.999 1.734 0.403 -1.150 0.009 0.574 0.000
O -2.318 0.838 -1.572 -3.166 1.369 1.391 0.000
C -4.769 0.840 -1.068 -2.326 -0.765 -1.872 0.000
F -5.227 0.744 -2.376 1.076 0.954 0.016 0.000
F -4.784 -0.449 -0.737 0.542 -0.288 1.338 0.005
F -5.892 1.424 -0.480 1.638 -0.123 0.467 0.003
C -3.701 2.674 1.232 1.837 -0.911 1.625 0.000
C -2.534 3.227 2.107 -1.516 0.341 -0.147 0.000
H -1.906 3.829 1.450 0.001 -0.063 0.253 0.000
H -3.009 3.846 2.867 0.316 0.341 0.173 0.000
H -1.915 2.490 2.619 -0.339 -0.158 -0.213 0.000
H -4.437 2.114 1.807 -0.043 -0.008 0.296 0.000
H -4.266 3.521 0.843 0.318 -0.100 -1.117 0.000
H -3.535 2.595 -1.236 -0.403 0.121 -1.098 0.000
C 5.355 -0.612 -4.021 0.850 -3.498 -1.815 0.000
O 4.471 -1.271 -3.081 -0.360 0.710 -1.693 0.000
O 5.825 -1.627 -4.969 -2.238 4.168 2.172 0.000
C 4.549 0.761 -4.502 -0.051 -1.902 0.208 0.000
F 4.232 1.673 -3.533 0.772 0.147 1.097 0.000
F 5.271 1.410 -5.377 1.313 1.002 -1.065 0.000
F 3.342 0.620 -5.080 -0.446 -1.085 -0.478 0.000
C 4.383 -0.923 -1.745 -1.157 -0.200 0.681 0.000
C 5.135 -1.886 -0.925 2.580 -0.224 1.368 0.000
H 5.503 -2.693 -1.558 -0.645 -0.487 0.324 0.000
H 6.063 -1.445 -0.561 0.466 0.244 -0.125 0.000
H 4.669 -2.126 0.031 -0.421 -0.621 -0.389 0.000
H 3.363 -1.146 -1.432 -0.454 0.527 -0.301 0.000
H 4.628 0.096 -1.446 -0.005 0.377 -0.465 0.000
H 6.270 -0.306 -3.515 -0.056 0.926 0.470 0.000
C 4.193 1.481 2.247 -3.245 -0.262 3.612 0.000
O 5.407 1.109 2.777 3.424 0.230 0.105 0.000
O 3.283 1.448 3.284 1.120 1.059 -2.437 0.000
C 4.308 2.885 1.454 0.655 -1.243 3.008 0.000
F 3.533 3.930 1.799 -0.179 0.242 0.761 0.000
F 5.597 3.401 1.483 -0.316 0.247 -0.373 0.000
F 3.979 2.622 0.248 -0.166 -0.069 -3.858 0.000
C 6.441 0.715 1.863 -0.448 -1.960 0.365 0.000
C 7.689 0.247 2.699 -0.016 2.079 -0.795 0.000
H 8.426 -0.444 2.289 -0.790 -0.638 -0.390 0.000
H 8.283 1.159 2.647 0.326 0.258 0.909 0.000
H 7.452 0.017 3.738 -0.181 -0.036 -0.251 0.000
H 6.671 1.435 1.078 0.410 0.596 0.462 0.000
H 6.079 -0.110 1.249 -0.351 -0.503 0.144 0.000
H 3.961 0.682 1.542 -0.262 0.182 -1.337 0.000
```
Forces are in eV/Å.

Summary:
Orbital gap (spin up / spin down): 1.79 / 4.73 eV
HOMO (spin up / spin down): -0.71 / -3.65 eV
LUMO (spin up / spin down): 1.1 / 1.1 eV
Net charge: -1
⟨S²⟩: 0.7504
2S+1: 2



Table of electronic energy (eV), in record order: -89646.1282, -112593.2585